Entry 1:
A structure of composition C17H14B11Br7I2N2ORbSe, computed with wB97M-V/def2-TZVPD.

CARTESIAN COORDINATES (ANGSTROEM)
Rb  1.79973  -0.48183  -0.52977
I  -1.28503  2.43050  3.80231
C  0.69342  1.81973  3.77261
C  1.52766  2.63661  4.55640
C  2.91050  2.43248  4.57007
I  4.10230  3.47949  5.88776
C  3.48186  1.41936  3.73678
C  4.86817  1.20146  3.64033
C  5.33883  0.10896  2.93699
C  4.44933  -0.66966  2.21119
N  3.14333  -0.41753  2.20549
C  2.60896  0.56828  2.96393
C  1.22416  0.83939  2.95405
O  0.45199  0.02029  2.16305
H  1.10505  3.35355  5.24673
H  5.53935  1.80140  4.21619
H  6.35381  -0.20571  3.11289
H  4.79570  -1.50092  1.62653
Br  0.17377  1.91282  -2.02458
B  -1.31771  1.12678  -3.03689
B  -2.62560  2.10512  -3.97870
C  -3.92783  1.02079  -3.95067
B  -3.00173  1.07705  -2.55444
B  -3.69922  -0.44680  -3.10282
B  -3.73955  -0.33547  -4.92917
B  -3.07380  1.19620  -5.35431
B  -1.29088  1.20790  -4.77803
Br  0.07202  2.06515  -5.88307
B  -2.02804  -0.29409  -5.48009
Br  -1.65162  -1.02526  -7.24822
B  -2.45302  -1.29782  -4.07458
Br  -2.46508  -3.26956  -4.16999
B  -2.04569  -0.44264  -2.55209
Br  -1.56460  -1.49984  -0.91879
B  -0.94701  -0.36085  -4.03020
Br  0.84747  -1.15651  -3.86649
H  -2.80660  3.25001  -3.96524
H  -4.93539  1.35215  -3.96634
H  -3.42338  1.49864  -1.57639
H  -4.62158  -0.90455  -2.53840
H  -4.62313  -0.84056  -5.54250
H  -3.52412  1.75020  -6.25463
Br  -2.52855  -4.53886  4.60859
C  -1.62929  -3.06463  3.96044
C  -2.34715  -2.07807  3.30469
C  -1.66484  -1.02293  2.68940
C  -0.25807  -0.97175  2.80072
C  0.42689  -1.99583  3.43212
C  -0.25592  -3.01557  4.07168
H  -3.44967  -2.12217  3.39892
H  -2.11816  -0.26481  2.05702
H  1.51999  -2.11797  3.35400
H  0.25356  -3.73754  4.72599
Se  7.37073  -0.59220  -0.00347
C  5.68352  -0.48051  -0.68972
N  4.56015  -0.52189  -1.00732

Summary:
Charge = -1
Largest force on an atom = 2.3 eV Å⁻¹
LUMO energy = 1.07 eV
Spin multiplicity = 1
E_HOMO = -5.06 eV
HOMO-LUMO gap = 6.13 eV

Entry 2:
A structure of composition C5H13KO5, computed with wB97M-V/def2-TZVPD.

CARTESIAN COORDINATES (ANGSTROEM)
K  -1.29510  -1.39247  1.24125
O  -1.69818  -3.83431  -2.60272
C  -0.80168  -3.49418  -1.68935
O  -1.02418  -3.56327  -0.50418
O  0.34926  -3.17936  -2.11842
H  -2.39005  -4.03861  -1.96932
C  0.09748  1.81901  1.49992
C  -0.45891  1.91120  2.94807
O  -1.06792  0.67645  3.27792
H  0.72551  2.68967  1.31116
H  -0.65404  1.82103  0.71042
H  0.81512  1.00488  1.39847
H  -1.21914  2.68362  3.06437
H  0.30642  2.09977  3.70094
H  -1.44534  0.66725  4.16057
C  1.96228  0.56928  -1.39277
C  0.49890  0.77298  -1.81628
O  -0.24965  -0.29309  -1.31266
H  2.00784  0.31001  -0.33504
H  2.58065  1.45778  -1.52050
H  2.40708  -0.21417  -2.00633
H  0.36493  0.90638  -2.88975
H  0.10784  1.71403  -1.42950
H  0.08087  -1.09389  -1.72627

Summary:
Expectation value of S² = 0.76
Charge = +1
Largest force on an atom = 2.3 eV Å⁻¹
LUMO energy (spin up / spin down) = -3.20 / -7.42 eV
Spin multiplicity = 2
E_HOMO (spin up / spin down) = -13.96 / -13.96 eV
HOMO-LUMO gap (spin up / spin down) = 10.76 / 6.54 eV

Entry 3:
A cluster of 3 separate species, C27H60BrNP in total, computed with wB97M-V/def2-TZVPD.

CARTESIAN COORDINATES (ANGSTROEM)
Br  -1.99033  -1.83232  0.86609
C  4.17416  -0.07325  1.09232
C  2.88333  -0.15524  1.92366
C  1.78910  0.73900  1.35075
C  0.51424  0.66520  2.16445
P  -0.80167  1.77290  1.63669
C  -0.19315  3.43711  1.98213
C  -0.81546  4.57730  1.19910
C  -0.26046  5.94154  1.60913
C  -0.88438  6.48235  2.88915
C  -1.08969  1.52508  -0.11107
C  -2.34775  2.16023  -0.69628
C  -2.23377  2.36362  -2.19497
C  -3.32926  3.24684  -2.75490
C  -2.34080  1.43716  2.52363
C  -2.17265  1.17894  4.01618
C  -3.49749  0.74164  4.66782
C  -3.71303  -0.76284  4.50790
H  4.82265  -0.92177  1.29483
H  4.65237  0.88782  1.27231
H  3.94047  -0.07569  0.01979
H  3.11767  0.18575  2.93513
H  2.50315  -1.17693  2.00203
H  1.59239  0.42740  0.31897
H  2.19906  1.75274  1.29240
H  0.68047  0.83888  3.23495
H  0.09890  -0.35201  2.15505
H  0.87121  3.41134  1.71926
H  -0.21958  3.61086  3.06069
H  -1.90337  4.60969  1.33758
H  -0.67937  4.46820  0.12045
H  -0.50359  6.63105  0.79678
H  0.82730  5.89249  1.69667
H  -1.97283  6.45123  2.86070
H  -0.56848  7.50568  3.09294
H  -0.54460  5.91814  3.76570
H  -1.04504  0.44570  -0.29262
H  -0.19442  1.91106  -0.62701
H  -2.56596  3.11835  -0.21844
H  -3.19235  1.49593  -0.49411
H  -2.21448  1.37487  -2.67451
H  -1.23197  2.74291  -2.43969
H  -3.21907  4.26184  -2.37063
H  -4.31643  2.85355  -2.51106
H  -3.28468  3.30486  -3.84342
H  -2.75868  0.58789  1.96842
H  -2.98953  2.29219  2.29711
H  -1.76400  2.08267  4.48363
H  -1.40644  0.41185  4.15559
H  -4.31258  1.28441  4.18936
H  -3.44975  0.96549  5.73338
H  -4.63322  -1.06209  5.01239
H  -2.86974  -1.32343  4.90533
H  -3.85898  -1.03437  3.45961
C  -2.31759  -1.58189  -3.20554
C  -1.02060  -1.16562  -3.91296
C  0.13096  -2.14013  -3.67893
C  0.64627  -2.04764  -2.26555
N  1.65940  -3.10363  -1.86803
C  1.04079  -4.46558  -1.83516
C  0.30423  -4.50998  -0.50805
C  1.36019  -3.93676  0.43904
C  1.98990  -2.82758  -0.40538
C  2.83858  -3.08781  -2.80792
C  4.09837  -3.75144  -2.28942
C  5.06229  -3.99136  -3.43602
H  -2.18436  -1.68847  -2.12583
H  -2.61215  -2.56714  -3.57498
H  -3.11318  -0.87016  -3.40954
H  -0.71043  -0.15828  -3.61689
H  -1.19128  -1.13451  -4.99014
H  0.92931  -1.94185  -4.39907
H  -0.19766  -3.16584  -3.86975
H  -0.16743  -2.09390  -1.53954
H  1.18012  -1.10174  -2.13416
H  1.81466  -5.23201  -1.77333
H  0.44974  -4.70243  -2.71352
H  -0.03207  -5.52062  -0.28037
H  -0.59188  -3.89337  -0.49953
H  2.04987  -4.71157  0.77001
H  0.87706  -3.48740  1.30696
H  3.05715  -2.70271  -0.27000
H  1.50531  -1.88401  -0.17632
H  3.01649  -2.05250  -3.09375
H  2.49273  -3.65278  -3.67418
H  3.89440  -4.70898  -1.80059
H  4.58356  -3.17001  -1.50150
H  4.63664  -4.73835  -4.11137
H  6.02954  -4.35163  -3.10054
H  5.19363  -3.08415  -4.02951

Summary:
Charge = +1
Largest force on an atom = 1.1 eV Å⁻¹
LUMO energy = -1.93 eV
Spin multiplicity = 1
E_HOMO = -10.24 eV
HOMO-LUMO gap = 8.31 eV

Entry 4:
An isolated molecule of C3HFO3, computed with wB97M-V/def2-TZVPD.

CARTESIAN COORDINATES (ANGSTROEM)
C  0.58300  0.49539  -0.68994
C  1.30985  0.00253  0.28688
C  -0.84709  -0.51311  0.62476
H  2.31559  0.05580  0.59980
O  0.40180  -0.70347  1.09707
O  -1.86376  -0.84892  1.12449
O  -0.72229  0.18231  -0.56952
F  0.98710  1.22178  -1.68292

Summary:
Structure (SMILES) = O=c1occ(F)o1
Charge = 0
Largest force on an atom = 1.4 eV Å⁻¹
LUMO energy = 0.66 eV
Spin multiplicity = 1
E_HOMO = -9.80 eV
HOMO-LUMO gap = 10.46 eV